Record 1
# C20H64BO14PtSSr

A structure of composition C20H64BO14PtSSr (ωB97M-V/def2-TZVPD, the OMol25 dataset).

## Properties
* electronic energy: -66030.2819 eV
* charge: +1
* Kohn-Sham gap (spin up / spin down): 6.2 / 6.4 eV
* expectation value of S²: 2.00
* HOMO energy (spin up / spin down): -10.31 / -10.51 eV
* 2S+1: 3

Last column: Löwdin charge in e.
Atoms and positions in Å:
Pt1 1.74723 -2.10265 1.20152  1.1893
Sr1 -3.22591 0.59633 2.60869  1.7013
B1 3.58280 -2.26353 2.72613  -0.4555
H1 3.40270 -1.07014 2.50837  -0.0288
H2 4.50560 -2.41279 3.48785  -0.0084
H3 2.57590 -2.74808 3.25848  -0.0335
H4 3.81177 -2.90840 1.69626  -0.0330
S1 -0.13769 -0.11022 0.58695  0.3849
O1 0.11975 -1.43085 -0.08200  -0.4035
O2 -1.54529 -0.01802 1.02391  -0.4828
O3 0.76989 -0.14842 1.77980  -0.4007
O4 0.24776 0.98265 -0.31009  -0.3255
C1 -4.79680 4.04336 -0.10221  -0.0659
C2 -3.78970 3.76330 0.98947  -0.2694
O5 -3.25866 2.42584 0.85357  -0.2447
H5 -5.21309 5.04743 -0.04517  0.0876
H6 -5.60430 3.30555 -0.06399  0.0793
H7 -4.35653 3.90320 -1.08807  0.0848
H8 -4.29613 3.80784 1.95788  0.1114
H9 -2.97551 4.49074 0.97518  0.1232
H10 -2.68356 2.42610 0.05354  0.0850
C3 -2.16970 -3.79590 2.22919  -0.0565
C4 -0.98710 -3.13130 2.91639  -0.2634
O6 0.25095 -3.46617 2.27664  -0.1769
H11 -2.17142 -4.87783 2.34037  0.0847
H12 -2.26595 -3.47216 1.19141  0.0744
H13 -3.09064 -3.40204 2.69041  0.0727
H14 -0.94922 -3.35383 3.98453  0.1288
H15 -1.11400 -2.05442 2.80428  0.0810
H16 0.39738 -4.40863 2.42965  0.1191
C5 2.96691 4.00059 2.22707  -0.0756
C6 2.36718 2.67352 1.81081  -0.3400
O7 2.44420 2.53001 0.40514  -0.0792
H17 3.92525 4.18083 1.74618  0.0800
H18 3.13365 4.03013 3.30787  0.0712
H19 2.27077 4.81417 2.00759  0.0702
H20 1.31448 2.59227 2.13040  0.0905
H21 2.87150 1.84230 2.32585  0.1122
H22 1.67292 2.03949 0.09052  0.0138
C7 0.31960 2.27010 5.00770  -0.0660
C8 -0.27135 0.88866 5.00414  -0.2373
O8 -0.87695 0.57733 3.69419  -0.2738
H23 -0.38931 3.04296 4.71074  0.0821
H24 1.16962 2.29920 4.32445  0.0646
H25 0.67651 2.49275 6.01454  0.0913
H26 -1.06701 0.77626 5.73949  0.1115
H27 0.50500 0.13559 5.14134  0.1294
H28 -0.15275 0.51820 3.01817  0.0267
C9 -0.34843 5.49687 -1.83899  -0.0818
C10 0.16571 4.17323 -1.33311  -0.2887
O9 -0.89878 3.17346 -1.35533  -0.1148
H29 -0.76119 5.37742 -2.84345  0.0796
H30 0.46454 6.21828 -1.85400  0.0820
H31 -1.17313 5.84074 -1.22320  0.0647
H32 0.50697 4.32318 -0.30350  0.1072
H33 0.97210 3.81592 -1.97376  0.1091
H34 -0.47107 2.38605 -0.97270  0.0069
C11 -4.20852 -0.10499 -1.14089  -0.0686
C12 -4.60212 -1.25707 -0.28656  -0.2421
O10 -4.82941 -0.82811 1.10312  -0.2083
H35 -4.98184 0.66593 -1.17924  0.0885
H36 -4.11028 -0.47120 -2.16385  0.0852
H37 -3.26236 0.33778 -0.84621  0.0537
H38 -3.82954 -2.02785 -0.32864  0.1065
H39 -5.53648 -1.70242 -0.63028  0.1279
H40 -5.28361 -1.53967 1.56841  0.0887
C13 4.67381 -2.00360 -1.77682  -0.0556
C14 4.47975 -1.10040 -0.56098  -0.2488
O11 3.07906 -0.92960 -0.27477  -0.1901
H41 4.21685 -2.97837 -1.59291  0.0517
H42 5.73580 -2.18009 -1.95796  0.0828
H43 4.20142 -1.57699 -2.66037  0.0717
H44 4.89387 -0.12494 -0.83533  0.1253
H45 4.98081 -1.45098 0.33287  0.0996
H46 2.72120 -0.35503 -0.97369  0.0570
C15 1.26854 -4.87431 -2.18795  -0.0532
C16 1.18664 -4.85879 -0.66430  -0.2643
O12 2.21184 -4.04239 -0.06004  -0.1834
H47 0.80351 -3.98138 -2.60918  0.0689
H48 0.77715 -5.77318 -2.55726  0.0806
H49 2.30000 -4.85168 -2.54761  0.0783
H50 1.25919 -5.87928 -0.27456  0.1174
H51 0.24560 -4.41869 -0.33778  0.0978
H52 3.07818 -4.43632 -0.21552  0.0983
C17 1.90702 0.33104 -4.87792  -0.0781
C18 1.56512 1.16242 -3.68696  -0.3043
O13 1.89125 0.45495 -2.48376  -0.1016
H53 1.46586 -0.66067 -4.77815  0.0681
H54 2.98515 0.19793 -4.96314  0.0796
H55 1.50770 0.82053 -5.76504  0.0829
H56 0.48488 1.36779 -3.69438  0.1116
H57 2.06538 2.13680 -3.69766  0.1157
H58 1.37864 0.86804 -1.77461  0.0297
C19 -2.10848 -1.69828 -4.30360  -0.0706
C20 -1.29455 -1.28227 -3.09688  -0.3235
O14 -1.67036 -2.11972 -2.00886  -0.1136
H59 -3.17434 -1.69306 -4.05924  0.0647
H60 -1.83678 -2.71406 -4.58553  0.0786
H61 -1.96722 -1.00644 -5.13377  0.0778
H62 -1.45051 -0.23603 -2.79913  0.1063
H63 -0.22229 -1.42498 -3.27756  0.0993
H64 -1.11300 -1.88682 -1.24264  0.0170

Record 2
# C20H65N5O10

A cluster of 10 separate species, C20H65N5O10 in total (ωB97M-V/def2-TZVPD, the OMol25 dataset).

## Properties
* relative energy (zero: lowest compared OMol25 entry of this formula, charge and spin): 287.6 kJ/mol
* electronic energy: -49715.3743 eV
* SMILES: COC[C@H](C)N.COC[C@H](C)N.COC[C@H](C)N.COC[C@H](C)N.COC[C@H](C)N.O.O.O.O.O
* Kohn-Sham gap: 9.0 eV
* HOMO energy: -8.64 eV

Last column: Löwdin charge in e.
Atoms and positions in Å:
C1 6.42359 14.71983 1.53573  -0.0741
O1 5.97073 15.97996 0.88105  -0.1819
C2 6.58162 16.28391 -0.40855  -0.1562
C3 8.13208 16.48508 -0.30529  -0.3965
C4 8.61324 17.64072 0.57514  -0.0455
N1 8.76087 16.54641 -1.63029  0.0324
H1 6.34277 13.82110 0.92431  0.0768
H2 5.77942 14.50814 2.38916  0.0829
H3 7.46982 14.65116 1.83370  0.0694
H4 6.36455 15.50124 -1.13546  0.0993
H5 6.13080 17.16594 -0.86342  0.0979
H6 8.47726 15.57044 0.17676  0.1144
H7 8.35495 17.38170 1.60193  0.0767
H8 8.18961 18.60571 0.29690  0.0594
H9 9.69420 17.65745 0.71421  0.0800
H10 8.37702 15.78690 -2.17425  -0.0009
H11 9.75169 16.37012 -1.54479  0.0963
C5 8.93573 21.99783 5.04105  -0.1278
O2 8.79607 22.67921 3.82768  -0.1687
C6 9.36603 21.96407 2.72673  -0.2073
C7 9.38243 22.86974 1.50420  -0.4215
C8 9.59726 22.04402 0.20267  -0.0705
N2 10.54814 23.71921 1.49416  0.0260
H12 8.39493 22.53902 5.81742  0.0837
H13 9.98827 22.03601 5.32179  0.0907
H14 8.45659 21.01891 5.05618  0.0862
H15 10.36546 21.53250 2.78128  0.1276
H16 8.83888 21.03591 2.50598  0.1120
H17 8.48971 23.49336 1.45671  0.1320
H18 10.47697 21.40136 0.16769  0.0779
H19 9.56637 22.65141 -0.70188  0.0562
H20 8.83903 21.28088 0.02715  0.0524
H21 10.46023 24.28093 0.65938  0.0708
H22 10.56035 24.31228 2.31161  0.0743
C9 6.37554 17.83761 -5.33882  -0.0850
O3 5.84368 16.53705 -5.12515  -0.1819
C10 6.31290 15.82922 -3.98062  -0.1804
C11 7.70665 15.11036 -4.22077  -0.3943
C12 7.52435 14.12926 -5.41611  -0.0659
N3 8.07197 14.27784 -3.08960  0.0070
H23 6.12550 18.28467 -6.30097  0.1034
H24 7.44825 17.95176 -5.18278  0.0833
H25 5.88252 18.47979 -4.60901  0.0488
H26 6.43889 16.43212 -3.08133  0.0873
H27 5.65693 15.00401 -3.70340  0.1265
H28 8.48244 15.82010 -4.50802  0.1369
H29 8.44552 13.63932 -5.73159  0.0762
H30 7.22595 14.76071 -6.25297  0.0673
H31 6.62939 13.50881 -5.36942  0.0827
H32 8.92967 13.80276 -3.33195  0.0906
H33 7.42647 13.53631 -2.85816  0.0941
C13 1.22007 21.17028 -1.03811  -0.1032
O4 1.95464 19.96964 -1.35641  -0.1850
C14 2.26465 19.99315 -2.73047  -0.1949
C15 2.72005 18.54719 -3.13620  -0.4103
C16 3.63382 17.75487 -2.24804  -0.0588
N4 3.37664 18.69106 -4.42609  0.0533
H34 1.67906 22.13173 -1.26841  0.0852
H35 1.14224 21.20013 0.04870  0.0791
H36 0.20718 21.07828 -1.43016  0.0875
H37 1.52555 20.45886 -3.38235  0.1250
H38 3.06401 20.72501 -2.84670  0.1073
H39 1.81815 17.95831 -3.30319  0.1293
H40 3.91707 16.84871 -2.78353  0.0750
H41 3.14040 17.49385 -1.31182  0.0830
H42 4.49692 18.37706 -2.01127  0.0607
H43 3.99060 19.45412 -4.17929  0.0044
H44 3.98105 17.88927 -4.53519  0.0313
C17 4.51520 25.82321 -3.90229  -0.1266
O5 5.22865 26.12318 -2.71768  -0.1901
C18 6.67109 26.13440 -2.80892  -0.1670
C19 7.40694 24.77724 -3.08080  -0.4132
C20 7.31151 23.74652 -1.91971  -0.0465
N5 8.81713 25.00443 -3.32000  0.0192
H45 4.94985 26.13757 -4.85116  0.0830
H46 3.49687 26.18737 -3.76631  0.0871
H47 4.43831 24.75956 -4.12776  0.0705
H48 6.96267 26.92789 -3.49699  0.1139
H49 6.89300 26.60595 -1.85158  0.1236
H50 7.04543 24.40020 -4.03748  0.1220
H51 7.73822 24.14070 -0.99741  0.0707
H52 7.69330 22.74560 -2.12091  0.0569
H53 6.26660 23.46731 -1.78441  0.0744
H54 8.99420 25.75611 -3.97094  0.0662
H55 9.10604 24.15948 -3.79191  0.0708
O6 6.45837 19.91117 -2.05133  -0.0496
H56 7.38667 19.81268 -2.26303  0.0081
H57 6.42908 19.91092 -1.09458  -0.0122
O7 5.12318 20.94430 -4.43863  -0.0589
H58 5.74558 21.55555 -4.83262  0.0442
H59 5.56681 20.62266 -3.65380  -0.0111
O8 9.35829 19.11922 -2.45321  -0.0677
H60 8.98500 18.30977 -2.10442  -0.0249
H61 10.15820 19.25317 -1.94485  0.0560
O9 5.98401 20.14707 0.72575  -0.0327
H62 5.73395 19.40635 1.27806  0.0550
H63 5.22975 20.73555 0.75758  0.0592
O10 9.41699 20.75424 -4.77642  -0.0601
H64 8.71483 20.28562 -5.22765  0.0125
H65 9.62804 20.20277 -4.02304  -0.0227